(1)
This record from the Open Molecules 2025 dataset describes the ion C9H13N4 with charge +1 in a non-equilibrium geometry. The level of theory is wB97M-V/def2-TZVPD.

The geometry in ORCA input format:
```
! RIJCOSX wB97M-V def2-TZVPD def2/J DEFGRID3
* xyz 1 1
C -2.838 2.693 0.204
C -2.861 2.077 1.512
C -1.820 2.396 -0.639
C -1.861 1.147 1.866
C -0.639 1.592 -0.231
C -0.764 0.955 1.086
C 2.093 -2.283 -0.805
C 0.409 1.244 -1.058
C 0.242 -0.098 1.243
N 1.857 -1.328 0.102
N 3.363 -2.749 -0.753
N 1.207 -2.799 -1.673
N 0.546 -0.870 0.014
H -3.545 3.419 0.070
H -3.602 2.449 2.175
H -1.945 2.792 -1.623
H -1.943 0.598 2.768
H 0.278 1.375 -2.166
H 1.501 1.106 -0.709
H 1.149 0.498 1.572
H -0.039 -0.781 2.043
H 3.967 -2.037 -0.231
H 3.684 -3.779 -0.767
H 0.290 -2.426 -1.669
H 1.437 -3.634 -2.312
H -0.166 -1.558 -0.016
*
```

The value obtained for the orbital gap (alpha / beta) is 0.2212 / 0.2209 hartree. The relative energy (zero: lowest compared OMol25 entry of this formula, charge and spin) is 3.705 eV. The HOMO energy (alpha / beta) comes out at -11.36 / -11.35 eV.

These are the Löwdin partial charges, in e, on atoms 1 to 4: -0.039, 0.036, 0.017, -0.010

---

(2)
This record from the Open Molecules 2025 dataset describes a structure of composition C9H13N4 in a non-equilibrium geometry. The level of theory is wB97M-V/def2-TZVPD.

The geometry in ORCA input format:
```
! RIJCOSX wB97M-V def2-TZVPD def2/J DEFGRID3
* xyz 1 1
C -0.274 -1.720 -2.594
C -1.532 -1.309 -2.975
C -1.940 -0.139 -1.106
C -0.709 -0.422 -0.541
C 0.152 -1.241 -1.320
C 1.952 -1.308 0.181
C -0.161 0.129 0.696
C 0.983 -1.284 1.375
C -0.151 2.532 -0.064
N -2.338 -0.568 -2.260
N 1.505 -1.301 -1.004
N 0.136 -2.366 1.614
N 0.602 1.383 0.449
H 0.413 -2.336 -3.308
H -1.917 -1.601 -3.886
H -2.620 0.445 -0.657
H 3.111 -1.141 0.405
H -0.933 0.284 1.392
H 1.616 -0.922 2.226
H 0.523 3.397 -0.507
H -0.673 2.125 -0.859
H -0.737 2.876 0.842
H -0.218 -2.820 0.780
H -0.460 -2.197 2.390
H 1.003 1.630 1.294
H 1.240 0.974 -0.353
*
```

The value obtained for the orbital gap is 0.3215 hartree. The relative energy (zero: lowest compared OMol25 entry of this formula, charge and spin) is 3.587 eV. The HOMO energy comes out at -12.74 eV.

These are the Löwdin partial charges, in e, on atoms 1 to 4: 0.044, -0.126, -0.102, -0.169